A | The following is a DFT calculation (the ωB97M-V functional and the def2-TZVPD basis) of a gas-phase ion, C10H18NO (charge +1).

Output
**SMILES**: C=C(/C=C/C)[C@](C)(O)[NH2+]C1CC1
**HOMO-LUMO gap**: 9.7 eV
**Lowest unoccupied orbital energy**: -2.796 eV
**Net charge**: +1

Last columns: bonded neighbours and bond lengths (Å).
Positions of all 30 atoms, in Å:
1 O 0.270 0.086 2.726  C8 1.386, H15 0.964
2 N 1.425 0.225 0.760  C5 1.476, C8 1.500, H14 1.031, H18 1.026
3 C -2.099 0.359 1.055  C9 1.314, H19 1.076, H28 1.077
4 C 0.828 -2.010 1.642  C8 1.513, H21 1.090, H22 1.088, H23 1.086
5 C 1.119 1.664 0.638  N2 1.476, C7 1.494, C11 1.495, H13 1.080
6 C -1.412 -1.413 -3.143  C12 1.485, H17 1.090, H20 1.090, H29 1.087
7 C 0.607 2.174 -0.669  C5 1.494, C11 1.499, H25 1.079, H30 1.078
8 C 0.396 -0.567 1.510  O1 1.386, N2 1.500, C4 1.513, C9 1.829
9 C -1.155 -0.405 0.555  C3 1.314, C8 1.829, C10 1.447
10 C -1.082 -1.136 -0.692  C9 1.447, C12 1.333, H16 1.081
11 C 2.009 2.484 -0.241  C5 1.495, C7 1.499, H26 1.078, H27 1.080
12 C -1.497 -0.662 -1.865  C6 1.485, C10 1.333, H24 1.082
13 H 0.751 2.066 1.571  C5 1.080
14 H 2.313 0.125 1.275  N2 1.031
15 H -0.379 -0.364 3.279  O1 0.964
16 H -0.659 -2.130 -0.647  C10 1.081
17 H -2.412 -1.560 -3.551  C6 1.090
18 H 1.535 -0.176 -0.178  N2 1.026
19 H -2.001 0.885 1.988  C3 1.076
20 H -0.850 -0.845 -3.884  C6 1.090
21 H 1.709 -2.077 2.281  C4 1.090
22 H 0.033 -2.588 2.109  C4 1.088
23 H 1.054 -2.462 0.681  C4 1.086
24 H -1.921 0.332 -1.926  C12 1.082
25 H 0.457 1.468 -1.472  C7 1.079
26 H 2.247 3.486 0.076  C11 1.078
27 H 2.824 1.993 -0.752  C11 1.080
28 H -3.036 0.466 0.534  C3 1.077
29 H -0.946 -2.386 -3.008  C6 1.087
30 H -0.127 2.964 -0.652  C7 1.078

---

B | The following is a DFT calculation (the ωB97M-V functional and the def2-TZVPD basis) of a gas-phase ion, C10H18NO (charge +1).

Output
**SMILES**: C[N@H+]1CCC[C@]2(O)CCCC=C12
**HOMO-LUMO gap**: 10.7 eV
**Lowest unoccupied orbital energy**: -2.793 eV
**Net charge**: +1

Last columns: bonded neighbours and bond lengths (Å).
Positions of all 30 atoms, in Å:
1 O 0.457 -1.472 1.118  C6 1.351, H26 0.958
2 N -0.167 -0.391 -1.742  C3 1.501, C5 1.481, C11 1.513, H18 1.039
3 C -1.658 -0.450 -1.575  N2 1.501, C4 1.502, H21 1.117, H28 1.123
4 C -2.080 -1.009 -0.246  C3 1.502, C7 1.409, H13 1.097, H29 1.102
5 C 0.275 0.360 -0.545  N2 1.481, C6 1.769, C12 1.309
6 C -0.152 -0.268 1.053  O1 1.351, C5 1.769, C7 1.561, C10 1.559
7 C -1.707 -0.336 0.935  C4 1.409, C6 1.561, H19 1.077, H27 1.095
8 C 1.872 1.954 0.425  C9 1.545, C12 1.473, H17 1.128, H20 1.120
9 C 1.632 1.369 1.834  C8 1.545, C10 1.494, H23 1.037, H30 1.079
10 C 0.258 0.834 2.076  C6 1.559, C9 1.494, H22 1.105, H25 1.118
11 C 0.421 -1.776 -1.902  N2 1.513, H14 1.033, H15 1.156, H24 1.044
12 C 1.239 1.232 -0.693  C5 1.309, C8 1.473, H16 1.041
13 H -1.703 -2.027 -0.089  C4 1.097
14 H 0.319 -2.265 -0.999  C11 1.033
15 H -0.247 -2.192 -2.749  C11 1.156
16 H 1.485 1.695 -1.592  C12 1.041
17 H 1.357 2.957 0.455  C8 1.128
18 H 0.157 0.075 -2.613  N2 1.039
19 H -2.129 0.637 1.122  C7 1.077
20 H 2.958 1.915 0.155  C8 1.120
21 H -2.070 -1.066 -2.411  C3 1.117
22 H 0.222 0.277 3.030  C10 1.105
23 H 1.891 2.130 2.490  C9 1.037
24 H 1.409 -1.761 -2.238  C11 1.044
25 H -0.459 1.684 1.961  C10 1.118
26 H 1.354 -1.196 1.310  O1 0.958
27 H -1.950 -0.758 1.915  C7 1.095
28 H -2.106 0.532 -1.887  C3 1.123
29 H -3.178 -1.101 -0.273  C4 1.102
30 H 2.318 0.560 2.036  C9 1.079

---

Pick the least stable structure from those above. Pick: A